Entry from the OMol25 dataset: a molecular structure, C9H21N3O3Sn (wB97M-V/def2-TZVPD).

HOMO energy: -14.1 eV
Total charge: +2
ΔE to the lowest compared entry with this formula, charge and spin: 7.2975 eV
Gap between HOMO and LUMO: 2.5 eV
Electronic energy: -959.02768 a.u.

```
37
Properties=species:S:1:pos:R:3:forces:R:3
Sn -1.287047 0.800339 1.426506 0.2 0.0 -0.1
C -5.022767 -4.919221 0.801376 -1.0 0.7 0.2
C -5.817257 -3.583511 1.071586 2.3 -1.6 -0.5
O -5.221677 -2.532381 1.169456 1.1 1.6 0.3
N -7.102557 -3.706701 1.149516 -1.6 -1.3 -0.3
C -8.073487 -2.712601 1.489066 -1.0 0.7 1.2
H -5.676137 -5.788741 0.729696 -0.2 0.1 -0.2
H -4.381277 -5.159871 1.649126 0.3 0.5 -0.2
H -4.509717 -4.789781 -0.151574 0.3 -0.1 0.3
H -7.367197 -4.656401 0.930136 -0.8 0.3 0.3
H -7.658367 -1.840151 1.993646 0.6 0.0 -0.6
H -8.709537 -3.080201 2.294296 -0.2 -0.5 -0.2
H -8.724347 -2.375981 0.682116 0.3 -0.2 -0.2
C 2.413603 4.782539 -3.179774 -0.5 1.1 -0.1
C 1.341943 3.732629 -3.324714 0.6 -1.1 0.5
O 0.721823 3.269619 -2.376434 -0.2 -0.3 0.9
N 1.136053 3.282749 -4.564284 -0.3 -0.9 -1.8
C 0.314713 2.089629 -4.960404 0.4 0.0 1.1
H 2.985913 4.973279 -4.087604 -0.2 -0.1 -0.1
H 3.133293 4.713569 -2.364064 -0.4 -0.7 0.1
H 1.805273 5.655919 -2.944744 0.3 0.5 -0.1
H 1.439953 3.932499 -5.275304 0.1 -0.5 -0.3
H 0.624263 1.161999 -4.478954 0.5 0.4 1.1
H 0.492063 1.689739 -5.958774 -0.3 1.4 -0.5
H -0.725797 2.205979 -4.657274 0.0 0.2 -0.6
C 5.009573 -0.267901 4.549106 1.9 -0.6 0.3
C 4.688113 0.259309 3.152706 1.5 -0.9 3.0
O 3.527513 0.329129 2.915146 -4.1 0.7 -1.8
N 5.701593 0.510159 2.368316 1.1 0.5 -2.1
C 5.683053 0.767559 0.874766 0.4 -0.7 1.5
H 4.872773 -1.349281 4.550926 -0.7 0.0 0.0
H 4.571883 0.186939 5.437726 -0.6 0.1 -0.6
H 6.083463 -0.227081 4.731286 0.3 0.4 0.0
H 6.607373 0.271589 2.746136 -0.1 0.2 -0.1
H 6.229003 1.695189 0.702896 -0.2 -0.2 -0.2
H 4.685983 0.778969 0.434526 0.0 0.2 0.5
H 6.207963 -0.099511 0.473826 0.1 0.3 -0.4
```
Forces are in eV/Å.